1.
Here is the molecule C15H23NO3 from OMol25. Energies are from ωB97M-V/def2-TZVPD.

Spin multiplicity: 1
Orbital gap in eV: 9.99
E_HOMO in eV: -9.26

CARTESIAN COORDINATES (ANGSTROEM)
1 C 0.3783 1.9189 1.6488
2 C 1.0811 2.5371 0.4457
3 C 2.6051 2.5685 0.5833
4 C 3.2549 1.1877 0.6776
5 C 3.2122 0.4065 -0.6368
6 C 3.3519 -1.0942 -0.3929
7 O 2.2423 -1.5829 0.3603
8 C 1.1224 -1.8466 -0.3504
9 O 1.0529 -1.8525 -1.5544
10 N 0.0911 -2.0938 0.4885
11 C -1.1952 -2.5658 0.0337
12 C -2.3443 -1.6122 0.4218
13 O -2.4625 -1.5545 1.8309
14 C -2.2643 -0.2231 -0.1847
15 C -2.9933 0.7931 0.4264
16 C -2.9863 2.0782 -0.0839
17 C -2.2493 2.3668 -1.2194
18 C -1.5268 1.3607 -1.8359
19 C -1.5330 0.0720 -1.3274
20 H -0.6987 2.0306 1.5469
21 H 0.6933 2.4064 2.5695
22 H 0.6015 0.8573 1.7242
23 H 0.7278 3.5634 0.3215
24 H 0.7932 1.9873 -0.4516
25 H 3.0266 3.1013 -0.2724
26 H 2.8597 3.1349 1.4827
27 H 4.2963 1.3046 0.9867
28 H 2.7516 0.6053 1.4499
29 H 2.2614 0.5715 -1.1453
30 H 4.0106 0.7343 -1.3036
31 H 3.4024 -1.6341 -1.3435
32 H 4.2318 -1.3192 0.2130
33 H 0.2973 -2.1430 1.4735
34 H -1.4078 -3.5399 0.4875
35 H -1.1409 -2.6848 -1.0484
36 H -3.2784 -2.0831 0.0847
37 H -1.7672 -0.9764 2.1664
38 H -3.5741 0.5652 1.3090
39 H -3.5585 2.8532 0.4052
40 H -2.2394 3.3692 -1.6213
41 H -0.9516 1.5759 -2.7247
42 H -0.9533 -0.6854 -1.8286

Here are the Löwdin charges for atoms 1 to 6, given in e: C -0.0920; C -0.2558; C -0.2162; C -0.2072; C -0.1624; C -0.1691

2.
Here is a cluster of 5 separate species, C15H23O17P in total from OMol25. Energies are from ωB97M-V/def2-TZVPD.

Spin multiplicity: 1
Orbital gap in eV: 10.86
E_HOMO in eV: -10.70

CARTESIAN COORDINATES (ANGSTROEM)
1 O 6.0456 -2.2863 1.2595
2 P 5.6052 -1.4529 0.1370
3 O 5.0412 0.0125 0.5295
4 C 3.7176 0.3073 0.7120
5 O 3.2986 0.8281 1.6937
6 O 3.0341 -0.0207 -0.3803
7 C 1.5984 -0.0963 -0.2252
8 C 1.1724 -1.1986 0.7122
9 O 1.4987 -2.4928 0.2282
10 H 4.5834 -1.9884 -0.6492
11 H 6.6206 -1.0756 -0.7468
12 H 1.2377 -0.3080 -1.2317
13 H 1.2003 0.8711 0.0794
14 H 0.0945 -1.0892 0.8576
15 H 1.6619 -1.1068 1.6808
16 H 1.2642 -2.5435 -0.7032
17 O -1.9693 -0.5359 -0.2559
18 C -2.7950 -0.8060 0.5612
19 O -2.8973 -1.9948 1.1855
20 C -3.8438 -1.8688 2.2591
21 C -4.6838 -0.6861 1.8073
22 O -3.7507 0.0402 0.9913
23 H -4.3974 -2.7974 2.3573
24 H -3.2967 -1.6625 3.1791
25 H -5.5262 -0.9865 1.1833
26 H -5.0289 -0.0452 2.6145
27 O 7.3953 -6.5851 -2.5521
28 C 7.8388 -5.9756 -1.6344
29 O 8.9590 -6.3117 -0.9515
30 C 9.3067 -5.2282 -0.0815
31 C 7.9752 -4.5218 0.0972
32 O 7.2989 -4.8443 -1.1244
33 H 9.7262 -5.6230 0.8391
34 H 10.0463 -4.6042 -0.5863
35 H 7.4002 -4.9163 0.9346
36 H 8.0463 -3.4451 0.2020
37 O -6.2490 2.2835 3.6129
38 C -5.5441 2.8974 2.8742
39 O -4.1940 2.8975 2.9322
40 C -3.6926 3.4935 1.7278
41 C -4.8558 4.3612 1.2842
42 O -5.9758 3.6595 1.8499
43 H -2.7785 4.0399 1.9396
44 H -3.4900 2.6889 1.0190
45 H -4.8148 5.3652 1.7065
46 H -4.9670 4.4112 0.2076
47 O -3.9408 6.1094 -1.8173
48 C -4.2749 5.2238 -2.5352
49 O -4.9927 4.1473 -2.1293
50 C -5.3896 3.3942 -3.2810
51 C -4.3538 3.8224 -4.3080
52 O -3.9973 5.1329 -3.8515
53 H -5.3690 2.3349 -3.0429
54 H -6.4006 3.6940 -3.5592
55 H -3.4630 3.1936 -4.2860
56 H -4.7351 3.8879 -5.3226

Here are the Löwdin charges for atoms 1 to 6, given in e: O -0.3628; P 0.6756; O -0.1290; C -0.6242; O 0.1766; O 0.0105

> orbital gap of number 2 (C15H23O17P)?

10.86 eV

> Number 1 is which compound?

C15H23NO3